82
Properties=species:S:1:pos:R:3:forces:R:3 method="wB97M-V/def2-TZVPD" total_charge=+4 e_lumo_ev="-14.12 / -17.91" spin_multiplicity=4 relative_energy_kcal_mol=0.0 orbital_gap_ev="7.73 / 3.88" largest_force_ev_per_a=8.2
Re 0.23508 0.25234 0.14750 -1.012 -3.126 -1.659
P -0.25072 -2.49532 0.41871 -0.151 -2.453 -0.308
P 0.03040 2.16937 -1.07457 0.284 1.268 -3.143
P 0.91287 0.64747 2.29312 1.542 0.672 5.264
O -2.83274 0.29412 0.86601 5.849 0.021 -1.601
O 3.22037 -0.22256 -0.80439 -5.481 0.878 1.971
C 0.85334 1.45459 -3.70212 0.373 -0.282 -0.120
C 0.78938 -3.28373 -2.07166 -0.029 -0.381 -0.281
C -3.03688 -3.09959 0.62271 -0.132 0.010 -0.218
C 0.04811 -0.33149 3.60340 -0.546 -0.658 -0.531
C 1.61428 3.19369 -1.23642 1.070 1.742 0.778
C -1.49766 3.64633 0.80531 0.450 -0.536 0.096
C 1.70978 -3.24685 2.41972 0.188 -0.017 0.103
C -1.69008 0.27485 0.57246 -7.895 0.021 2.299
C 2.12481 -0.05038 -0.41745 7.393 -1.218 -2.480
C 2.69619 0.32581 2.72423 0.469 0.079 -0.877
C -1.68256 -3.36238 1.27732 -0.819 0.822 0.739
C -0.33457 2.04711 -2.93345 -0.864 -0.162 -0.111
C -1.67958 4.51616 -1.53904 0.582 -0.773 -0.410
C -1.79538 -3.05804 2.76718 -0.032 0.031 0.287
C -0.51785 -3.22632 -1.27838 0.179 0.346 -0.277
C -1.67646 1.36532 -3.26817 0.254 0.047 0.056
C 2.22554 3.53508 0.11619 0.105 -0.269 0.058
C -1.65059 -2.57414 -2.09776 -0.216 0.091 -0.269
C 0.98847 -5.03873 0.83762 -0.426 -0.312 -0.112
C 1.54306 4.45452 -2.10167 -0.692 -0.299 -0.076
C -1.46623 3.27173 -0.67396 -1.742 2.464 0.915
C 0.66842 2.29937 3.08504 -0.293 0.570 -0.782
C 1.21450 -3.53224 1.00067 0.871 0.818 -0.028
H -0.82843 -4.26231 -1.05394 0.139 0.498 0.148
H -0.87771 5.25015 -1.40833 -0.285 0.049 0.116
H 2.57246 4.78534 -2.30438 -0.008 -0.103 0.125
H 1.04701 5.28024 -1.57865 0.274 -0.072 -0.071
H -2.30411 4.37340 0.97937 0.196 -0.051 -0.111
H 1.41293 -4.13264 -1.77765 0.008 0.233 -0.051
H -0.89050 -3.29345 3.33591 -0.309 0.031 -0.090
H 2.41263 2.63504 0.71616 0.009 0.174 -0.032
H 3.19908 4.02462 -0.03657 -0.246 -0.047 0.037
H 2.26794 2.46440 -1.74884 -0.444 -0.358 -0.012
H 2.65628 -3.79372 2.56653 -0.349 0.211 -0.008
H 1.50825 2.25050 -4.08609 -0.148 -0.269 0.160
H -2.29424 2.56732 -0.87524 0.456 -0.422 -0.329
H -1.02920 -0.11981 3.57496 0.244 -0.036 0.038
H -3.22704 -2.02426 0.52053 -0.176 -0.333 0.001
H 0.57803 -5.33684 -0.13144 0.164 0.001 0.213
H 0.20909 -1.40296 3.44345 -0.137 0.338 0.102
H -1.84960 1.49770 -4.35059 -0.045 -0.153 0.427
H -1.65680 0.28387 -3.05981 -0.134 0.226 -0.216
H -3.81495 -3.51034 1.27844 0.133 0.083 -0.219
H 0.46814 0.89784 -4.56620 0.198 0.083 0.205
H -0.55486 4.10555 1.13527 -0.320 0.071 0.043
H 1.14051 3.09341 2.49627 -0.092 -0.177 0.284
H 0.42764 -0.07256 4.60144 0.149 0.235 -0.404
H -1.45205 -4.43292 1.15983 0.417 0.412 -0.231
H 0.32842 -5.42813 1.62274 0.213 0.067 -0.138
H 3.13295 -0.50272 2.14971 -0.171 0.184 0.213
H -0.01285 -0.87554 -1.55796 -0.443 0.992 0.055
H -2.61618 -3.66692 3.17617 0.302 0.208 -0.051
H 2.00012 -3.20786 0.29636 -0.093 -0.164 0.175
H 1.95736 -5.54571 0.94859 -0.175 0.229 -0.009
H -2.61276 4.99470 -1.20928 0.032 -0.018 0.084
H 1.91887 -2.18151 2.57512 -0.009 -0.324 0.059
H 2.83825 0.11635 3.79598 -0.474 0.090 -0.291
H -1.25884 -2.21168 -3.06081 -0.164 -0.042 0.259
H -0.40450 2.51319 3.16549 0.268 -0.089 0.076
H -1.80133 4.30023 -2.60571 -0.072 0.095 0.280
H -1.71264 2.77035 1.43162 0.147 0.252 -0.075
H -2.14683 -1.73380 -1.58374 -0.052 -0.325 -0.200
H 0.54311 -3.41025 -3.13176 0.202 -0.010 0.166
H -3.13265 -3.57833 -0.35559 -0.093 0.136 0.292
H 1.47323 0.77356 -3.09752 -0.140 0.024 -0.301
H -2.41490 -3.33285 -2.33330 0.228 0.491 0.007
H -0.38147 -0.14063 -1.75171 0.643 -0.791 0.327
H 1.00495 -3.60617 3.18429 0.365 0.147 -0.263
H 1.59358 4.22903 0.68721 0.212 -0.061 -0.156
H 3.27715 1.22640 2.48376 -0.124 -0.124 0.039
H 1.39756 -2.37503 -1.97738 0.029 0.047 -0.092
H -2.05677 -2.00325 2.92879 -0.059 -0.287 0.030
H 1.10266 2.29615 4.09386 0.018 -0.316 -0.279
H 1.06691 4.31163 -3.07610 0.186 0.087 0.186
H -0.43997 3.09572 -3.25152 0.057 -0.359 0.478
H -2.52718 1.81940 -2.73585 0.193 -0.155 -0.276